No. 1
C9H8ClOP | ωB97M-V/def2-TZVPD

Summary:
Relative energy (zero: lowest compared OMol25 entry of this formula, charge and spin) ... 0.000 eV
Frontier orbital gap ... 8.25 eV
E ... -1224.46217 Eh
SMILES string ... C=[P@]1(Cl)C=Cc2ccccc2O1

```
20
Properties=species:S:1:pos:R:3:forces:R:3
C -2.0071 0.6359 3.3711 1.65 -2.22 -2.94
P -1.2064 0.0226 2.0041 1.31 3.20 0.50
Cl -1.8269 -1.7607 1.5229 -0.63 -1.00 -0.09
C 0.5828 0.0011 2.0991 0.03 0.46 0.18
C 1.2931 -0.0862 0.9596 -0.41 0.34 -0.41
C 0.8705 0.0293 -0.3941 0.84 -0.89 -0.64
C 1.8179 -0.3184 -1.4251 -0.54 -0.14 2.36
C 1.4541 -0.3731 -2.7052 0.66 0.79 -1.49
C 0.1308 -0.0115 -3.0521 -0.28 -0.76 -0.68
C -0.7846 0.3469 -2.1185 0.10 -0.65 1.32
C -0.4155 0.3703 -0.7400 0.12 0.07 -1.82
O -1.3392 0.6994 0.0986 -1.10 -0.35 3.70
H -2.9418 0.2107 3.3355 -2.36 -1.18 0.12
H -2.0579 1.5137 3.9158 0.95 1.86 0.54
H 1.1161 0.0903 3.0697 -0.83 -0.40 -0.67
H 2.3341 -0.2437 0.8743 1.32 -0.06 1.28
H 2.8172 -0.6740 -1.1596 -0.24 0.39 0.19
H 2.3185 -0.5552 -3.3560 -1.05 -0.21 -0.54
H -0.3037 -0.2045 -4.0213 0.51 0.16 -0.47
H -1.8522 0.3069 -2.2788 -0.04 0.59 -0.45
```
Positions in Å, forces in eV/Å.

---

No. 2
N2O2S3 | ωB97M-V/def2-TZVPD

Summary:
Relative energy (zero: lowest compared OMol25 entry of this formula, charge and spin) ... 0.000 eV
Frontier orbital gap ... 7.33 eV
E ... -1454.45975 Eh

```
7
Properties=species:S:1:pos:R:3:forces:R:3
N -0.7132 0.9722 -0.2884 -1.19 1.23 -0.20
N 0.9064 -0.8410 0.0900 1.07 -1.31 0.33
O -2.8680 2.0407 0.1502 -0.23 0.40 -0.15
O 1.5668 -2.9241 1.1862 0.39 -0.30 -0.01
S -1.6462 2.1642 -0.6099 0.83 -1.52 0.61
S 2.0036 -1.9216 0.2427 -1.48 1.07 0.07
S 0.7505 0.5095 -0.7708 0.62 0.42 -0.63
```
Positions in Å, forces in eV/Å.

---

No. 3
C27H25CrN5 | ωB97M-V/def2-TZVPD

Summary:
Relative energy (zero: lowest compared OMol25 entry of this formula, charge and spin) ... 0.000 eV
Frontier orbital gap (spin up / spin down) ... 7.28 / 7.15 eV
2S+1 ... 5
E ... -2362.07999 Eh
⟨S²⟩ ... 6.03

```
58
Properties=species:S:1:pos:R:3:forces:R:3
Cr 9.9898 -0.1030 17.6926 -0.04 0.17 -0.54
C 9.6212 -6.5588 15.6092 -0.42 0.59 -0.79
C 9.6678 -5.3732 16.5686 -1.06 -0.95 -0.34
C 8.6354 -5.2130 17.5124 -0.34 -0.12 1.13
C 8.6008 -4.1117 18.3572 -0.33 -0.49 -0.60
C 9.5406 -3.0757 18.1892 -0.20 1.30 1.06
N 9.2997 -1.7910 18.7191 0.70 -0.79 -2.43
C 8.9373 -1.6239 19.9874 0.83 -0.15 2.54
C 9.6097 -2.3507 21.0464 -0.90 1.34 -0.19
C 9.4764 -2.0063 22.3825 -0.59 -0.47 -0.81
C 8.6294 -0.9779 22.7345 -0.45 0.87 0.19
C 8.3258 -0.6665 24.1953 -0.33 -0.10 -0.42
C 8.0450 -0.2173 21.7129 -0.97 -0.11 0.60
C 8.1085 -0.5448 20.3580 0.98 -0.92 1.21
N 7.5156 0.2605 19.3645 0.51 0.04 0.09
C 6.2827 0.7712 19.3352 -0.72 -0.39 0.15
C 6.2211 1.7180 18.3477 0.58 0.38 0.21
C 7.5340 1.7541 17.8522 -0.29 0.18 -0.72
N 8.3072 0.8593 18.4317 -0.54 -0.14 0.58
C 10.6623 -3.3223 17.4068 -0.22 -0.89 -1.00
C 10.6709 -4.4443 16.5366 0.40 0.94 0.44
N 11.8338 -2.5032 17.4330 0.16 -1.14 0.37
C 13.0970 -3.0045 17.4976 -0.24 -1.31 -0.13
C 13.9739 -1.9465 17.6149 -0.12 -0.32 0.07
C 13.1265 -0.8485 17.7069 -0.29 1.65 -0.64
N 11.8315 -1.1832 17.5651 0.89 0.74 0.21
H 9.5881 -7.5026 16.1544 0.32 -0.02 -0.07
H 10.4765 -6.4985 14.9097 -0.30 -0.36 0.47
H 8.7025 -6.5686 14.9548 0.76 0.27 0.73
H 7.8289 -5.9650 17.6803 0.84 0.47 -0.54
H 7.7831 -4.0345 19.0949 0.56 0.26 -0.51
H 10.3372 -3.0664 20.7580 0.40 -0.72 -0.32
H 9.9399 -2.5553 23.1844 0.38 -0.27 -0.06
H 7.2575 -0.4605 24.2848 -0.06 -0.25 0.17
H 8.7925 0.2511 24.5160 0.47 0.30 0.17
H 8.6011 -1.4729 24.8983 -0.10 0.32 -0.50
H 7.3891 0.5937 22.0305 0.13 0.05 -0.20
H 5.4947 0.3677 19.9540 0.21 0.10 0.15
H 5.3828 2.3438 18.1088 -0.03 -0.02 -0.20
H 7.9676 2.3014 17.0424 -0.13 0.37 -0.16
H 11.4723 -4.5131 15.8093 0.04 -0.12 0.07
H 13.2233 -4.1125 17.5248 0.01 1.30 -0.22
H 15.0620 -1.9513 17.5846 -0.51 -0.06 0.23
H 13.4116 0.2152 17.7622 -0.33 -0.77 0.02
C 9.9495 1.3191 15.8947 0.26 -1.34 0.74
C 10.8927 0.5771 15.0555 0.27 0.55 -0.09
C 12.1463 1.1866 14.6966 -0.56 -1.86 -0.19
C 13.0869 0.3943 14.0485 -0.37 -0.67 -0.03
C 12.8537 -0.9773 13.8229 -0.73 0.39 -0.36
C 11.5655 -1.5078 14.0336 0.37 -0.86 0.09
C 10.5804 -0.7642 14.6622 1.31 1.69 -0.09
H 8.9101 1.1742 15.5999 -0.04 -0.01 -0.14
H 10.2010 2.3552 15.9832 0.03 0.68 0.13
H 12.4213 2.2021 14.9495 -0.46 0.11 0.00
H 13.9776 0.8384 13.6229 0.28 0.00 0.39
H 13.6308 -1.5950 13.3873 -0.11 0.08 -0.12
H 11.3390 -2.5522 13.7196 0.29 0.81 0.31
H 9.5927 -1.1237 14.8986 -0.20 -0.33 -0.11
```
Positions in Å, forces in eV/Å.

---

No. 4
C3H9AsClO6ReSTe4 | ωB97M-V/def2-TZVPD

Summary:
Relative energy (zero: lowest compared OMol25 entry of this formula, charge and spin) ... 1.019 eV
Frontier orbital gap (spin up / spin down) ... 6.41 / 5.62 eV
2S+1 ... 2
Charge ... +1
E ... -4815.04889 Eh
⟨S²⟩ ... 0.87

```
26
Properties=species:S:1:pos:R:3:forces:R:3
Re -0.3484 0.1156 -0.1547 1.51 -0.11 0.57
O 0.8367 0.6541 3.2186 0.11 0.00 -0.05
Cl 0.2191 1.4812 2.2577 -0.79 0.04 0.06
O -0.1144 2.7606 2.7134 0.13 0.07 0.04
O 1.0213 1.5272 1.0073 0.16 -0.28 -0.30
O -1.0283 0.7736 1.7385 0.25 0.15 0.44
Te 0.3712 -2.1922 1.2553 -0.13 0.02 -0.08
Te 0.0405 -4.0281 -0.7331 0.12 -0.08 -0.05
Te -1.9987 -3.5130 0.9900 -0.03 0.20 -0.05
Te -2.4954 -0.6070 -1.1844 -0.64 -0.21 -0.49
C 0.1846 1.6051 -4.1415 0.02 0.01 -0.01
As 1.5633 1.4632 -2.8208 0.14 0.04 0.12
C 1.6849 3.0520 -1.7582 0.01 0.05 -0.07
C 3.2339 1.2590 -3.7405 -0.01 0.04 -0.03
S 1.3781 -0.3724 -1.6521 -0.33 -0.18 0.07
H 0.3852 2.4875 -4.7490 0.00 -0.01 0.00
H -0.7785 1.6908 -3.6464 -0.01 -0.01 0.00
H 0.2168 0.7127 -4.7636 0.00 0.00 0.00
H 1.9849 3.8670 -2.4168 -0.01 0.02 0.03
H 2.4350 2.8979 -0.9858 0.01 -0.01 0.00
H 0.7174 3.2600 -1.3111 0.00 0.01 0.00
H 3.3890 2.1197 -4.3897 0.01 -0.01 -0.01
H 3.2056 0.3486 -4.3356 0.00 0.00 0.00
H 4.0385 1.1960 -3.0111 -0.01 0.00 0.01
O -1.0008 1.6146 -1.2168 -0.60 0.43 -0.30
O -2.2214 1.2734 -1.8769 0.10 -0.18 0.11
```
Positions in Å, forces in eV/Å.

---

No. 5
C12H40O8 | ωB97M-V/def2-TZVPD

Summary:
Relative energy (zero: lowest compared OMol25 entry of this formula, charge and spin) ... 0.195 eV
Frontier orbital gap (spin up / spin down) ... 2.08 / 10.08 eV
2S+1 ... 2
Charge ... -1
E ... -1083.02440 Eh
⟨S²⟩ ... 0.75

```
60
Properties=species:S:1:pos:R:3:forces:R:3
O -0.0849 -1.9572 1.4345 0.48 0.98 -0.15
H -0.2738 -2.7615 0.9512 -0.30 -0.80 -0.51
H -0.3461 -2.1512 2.3347 -0.11 -0.20 0.61
O 3.9359 -3.1829 0.1167 0.41 -0.19 -0.28
H 3.5676 -3.6877 0.8418 -0.23 -0.15 0.22
H 3.4988 -2.3329 0.1697 -0.24 0.43 0.09
O 2.7390 0.0651 -2.2688 0.35 0.47 -0.77
H 1.8859 -0.1618 -2.6389 -0.19 -0.12 -0.04
H 2.7654 -0.3924 -1.4284 -0.23 -0.19 0.66
O 2.1043 -0.5234 0.3563 0.81 -0.33 -0.19
H 1.4887 -1.0639 0.8514 -0.73 -0.74 0.42
H 1.8670 0.3766 0.5798 -0.06 0.45 -0.33
C 3.3920 2.9075 1.4445 0.21 -1.96 -0.53
C 1.8271 2.6659 1.4553 1.43 4.28 1.42
C 1.0247 3.9910 1.4264 -0.08 0.16 1.92
O 1.4468 2.1423 0.2833 -0.50 -2.75 -2.88
H 3.9653 2.7526 2.3585 -0.49 0.43 0.33
H 3.9122 3.6352 0.8216 -0.94 1.12 0.28
H 3.7211 2.0543 0.8512 0.08 -0.71 0.15
H 1.5901 2.0044 2.2886 -0.24 0.04 -0.09
H -0.0411 3.8256 1.2687 0.01 -0.32 0.22
H 1.2919 4.6675 0.6146 0.60 -0.16 0.01
H 1.1315 4.4916 2.3887 -0.03 0.47 -0.04
H 1.8654 2.6707 -0.4002 -0.06 -0.22 -0.52
C -1.0690 0.2193 -1.8395 -0.45 0.62 -0.37
C -0.7607 1.7085 -2.1335 1.23 -1.90 0.16
C -1.3516 2.0464 -3.5283 -0.80 0.70 1.09
O -1.1220 2.5554 -0.9935 -0.87 -0.02 -2.23
H -0.9365 -0.4422 -2.6956 0.08 0.43 -0.49
H -2.1385 0.1895 -1.6311 0.08 -0.55 0.76
H -0.3591 -0.1902 -1.1209 -0.64 0.10 0.69
H 0.3263 1.6345 -2.1653 0.33 0.94 -0.38
H -1.1287 1.3740 -4.3567 0.96 -0.19 0.44
H -1.1600 3.0707 -3.8479 -0.02 0.03 0.06
H -2.4281 1.8838 -3.4761 -0.34 0.46 0.26
H -0.5471 2.3755 -0.2460 0.48 -0.46 -0.28
C -1.9713 -4.6424 -2.4118 -0.35 -0.05 0.68
C -0.6743 -4.4286 -1.5961 0.57 0.98 -1.11
C 0.1672 -3.2192 -2.1572 -1.23 -0.33 -0.13
O -0.9589 -4.1938 -0.2360 0.00 0.54 -0.16
H -1.8900 -4.8468 -3.4794 0.58 0.22 -0.09
H -2.6635 -3.8125 -2.2696 0.16 0.24 -0.05
H -2.5031 -5.5063 -2.0130 0.05 -0.18 0.20
H -0.0830 -5.3366 -1.7145 0.24 -0.05 0.17
H 0.8650 -2.6895 -1.5087 0.32 -0.88 0.36
H -0.4997 -2.4005 -2.4273 -0.37 -0.23 -0.20
H 0.6395 -3.5640 -3.0771 0.28 0.14 0.02
H -1.1610 -5.0227 0.2041 -0.14 -0.43 0.38
C -1.8084 1.2027 1.6493 -1.03 -0.34 0.07
C -2.5745 0.8437 2.9599 3.32 1.24 0.44
C -1.5432 0.7752 4.1529 -1.03 -2.04 -1.12
O -3.3814 1.8903 3.3665 -1.79 1.51 -0.19
H -0.9691 0.5387 1.4425 -0.23 -0.26 -0.04
H -1.4474 2.2256 1.5427 0.01 0.20 0.89
H -2.5488 1.1474 0.8514 0.18 -0.35 -0.36
H -3.1751 -0.0388 2.7395 0.30 -0.35 0.52
H -0.9246 1.6625 4.2880 -0.17 0.02 -0.46
H -0.9648 -0.1151 3.9062 0.67 0.07 0.44
H -2.0661 0.5637 5.0856 -0.07 0.09 0.03
H -3.4631 2.5065 2.6349 -0.26 0.10 -0.01
```
Positions in Å, forces in eV/Å.

---

No. 6
C7H10N3OS | ωB97M-V/def2-TZVPD

Summary:
Relative energy (zero: lowest compared OMol25 entry of this formula, charge and spin) ... 5.077 eV
Frontier orbital gap (spin up / spin down) ... 5.95 / 6.67 eV
Charge ... +1
E ... -910.03549 Eh

```
22
Properties=species:S:1:pos:R:3:forces:R:3
C 1.4578 -0.4774 -0.5953 1.33 -2.77 -0.70
C 1.8295 -0.1244 -1.9059 3.06 -0.64 1.06
C 0.1065 -0.2802 -0.4969 1.41 1.65 -0.96
C 0.7947 0.4866 -2.4664 -0.59 -0.58 -1.37
C -1.2039 -0.4358 3.0113 -1.25 0.49 0.22
C -0.7851 -0.1537 0.5289 -1.28 0.71 2.05
C 0.6042 0.9276 -3.8751 -2.42 2.47 1.24
N -3.0871 1.6570 3.3404 0.76 0.22 -1.42
N -0.5126 -0.4486 1.8069 2.74 -0.76 -0.74
N -0.6546 -1.3077 3.9326 0.72 -2.57 -2.66
O -0.2407 0.3906 -1.6361 -2.13 0.81 -0.66
S -2.5189 0.3401 3.8731 0.47 -0.51 -0.67
H 2.0332 -1.2119 -0.0336 0.05 0.69 0.42
H 2.7789 -0.3073 -2.4295 -0.48 0.17 0.66
H -1.6917 0.3793 0.2692 -0.37 -0.33 0.33
H 0.9710 1.9691 -4.0809 0.28 -1.19 0.17
H 0.7989 0.2279 -4.6627 0.50 -0.42 -0.07
H -0.4903 1.1133 -3.8297 0.32 -0.18 -0.81
H -3.8405 2.1110 3.8380 -0.04 -0.35 0.42
H 0.5317 -0.8371 1.9442 -3.13 0.95 -0.09
H -0.8337 -2.3448 3.8454 0.16 1.66 0.04
H -0.8208 -0.9487 4.7931 -0.11 0.48 3.54
```
Positions in Å, forces in eV/Å.

---

No. 7
C5H15NO | ωB97M-V/def2-TZVPD

Summary:
Relative energy (zero: lowest compared OMol25 entry of this formula, charge and spin) ... 0.500 eV
Frontier orbital gap ... 10.24 eV
E ... -329.48922 Eh
SMILES string ... CC(C)CCN.O

```
22
Properties=species:S:1:pos:R:3:forces:R:3
C -1.7987 0.9978 -1.4810 0.05 -0.02 -0.24
C -0.6386 0.5317 -0.5999 -0.74 -0.14 0.40
C 0.1737 1.7317 -0.0932 0.43 -0.85 0.09
C -1.2090 -0.3221 0.5653 0.15 0.29 -0.33
C -0.2720 -0.5623 1.7234 0.57 -0.52 0.49
N 0.9668 -1.2727 1.3735 0.11 0.03 -0.02
H -1.4245 1.4504 -2.4013 0.00 0.17 0.06
H -2.4363 1.7226 -0.9638 0.14 -0.02 0.00
H -2.4376 0.1734 -1.7980 -0.02 -0.16 0.12
H -0.0361 -0.1581 -1.1972 0.30 0.31 -0.07
H 0.2717 2.5080 -0.8457 -0.05 0.12 -0.03
H 1.1790 1.4027 0.1896 0.03 0.14 -0.09
H -0.2509 2.1248 0.8265 -0.30 0.31 -0.07
H -1.4550 -1.3086 0.1702 -0.26 -0.05 -0.13
H -2.1370 0.1265 0.9272 -0.05 0.09 0.05
H -0.7722 -1.1824 2.4702 -0.09 0.04 0.02
H 0.0282 0.3342 2.2650 -0.18 0.27 -0.20
H 1.3598 -0.9012 0.5156 -0.02 -0.02 0.01
H 0.7873 -2.2583 1.2297 -0.06 0.01 -0.10
O 3.2917 -1.7177 -1.3617 0.14 0.16 0.66
H 2.8746 -2.2269 -0.6545 -0.05 -0.11 -0.24
H 3.9353 -1.1934 -0.8600 -0.10 -0.06 -0.37
```
Positions in Å, forces in eV/Å.

---

No. 8
C3H8O2 | ωB97M-V/def2-TZVPD

Summary:
Relative energy (zero: lowest compared OMol25 entry of this formula, charge and spin) ... 2.919 eV
Frontier orbital gap ... 9.36 eV
E ... -269.48760 Eh
SMILES string ... C=CO.CO

```
13
Properties=species:S:1:pos:R:3:forces:R:3
C -1.7560 -0.2259 1.2831 3.69 -0.95 0.10
C -0.5517 -0.4627 1.9845 -3.48 0.53 -2.17
O 0.6243 -0.9673 1.3779 -0.78 1.51 1.36
H -2.7103 -0.2958 1.7481 -0.29 0.74 1.07
H -1.8512 -0.1136 0.1950 0.59 -0.66 0.39
H -0.6286 -0.1418 3.0363 0.90 -1.03 -0.23
H 1.3732 -0.8143 1.9893 -0.59 -0.12 -0.41
C 1.0232 0.5822 -2.3116 -0.49 -3.30 1.55
O 0.0783 0.4697 -1.1847 1.08 0.28 -1.18
H 0.7491 1.4050 -2.8836 -0.27 1.45 -1.11
H 1.9999 0.7084 -1.7950 -0.22 -0.10 -1.24
H 0.9327 -0.4100 -2.9388 0.58 1.96 1.06
H 0.7171 0.2662 -0.5005 -0.73 -0.31 0.81
```
Positions in Å, forces in eV/Å.